No. 1
Formula: C22H21N3O4S3
Source: the Open Molecules 2025 dataset
Level of theory: ωB97M-V/def2-TZVPD

```
53
Properties=species:S:1:pos:R:3:mulliken_charge:R:1
C -5.35806 -2.18577 -0.85769 -1.233
C -4.31053 -1.53613 0.03281 -0.268
O -3.17710 -1.10753 -0.72932 -0.181
C -2.23024 -2.00183 -0.97671 0.405
O -2.23535 -3.14432 -0.60598 -0.599
C -1.11393 -1.41494 -1.81600 0.394
S -1.10603 0.40016 -1.77808 -0.125
C 0.58196 0.71258 -1.44185 0.043
N 1.36776 -0.30592 -1.25474 -0.021
C 2.65846 -0.02619 -0.99764 -0.458
C 3.17578 1.25056 -1.02657 0.859
S 4.88507 1.23083 -0.69574 -0.210
C 4.83654 -0.52376 -0.49508 0.389
S 6.11628 -1.45693 -0.09905 -0.319
N 3.57335 -0.99234 -0.71889 0.049
C 3.19324 -2.35675 -0.43708 -1.166
C 2.87089 -2.52577 1.05874 -1.092
C 1.82146 -1.53391 1.47240 0.352
C 2.18953 -0.26003 1.89083 -0.117
C 1.23066 0.69932 2.16467 -0.763
C -0.11265 0.38794 2.04493 -0.246
C -0.48818 -0.88643 1.65673 -0.578
C 0.47085 -1.83859 1.36163 -0.589
C 2.34010 2.38624 -1.24459 0.386
O 2.65986 3.55079 -1.29299 -0.705
N 0.97472 2.00410 -1.41795 0.076
C 0.01054 3.09114 -1.54225 -1.817
C -0.77897 3.27152 -0.28913 0.731
C -2.09592 3.05311 -0.00502 -0.381
C -2.27092 3.41880 1.35146 -0.484
C -1.04748 3.82403 1.78816 -0.620
O -0.14137 3.73858 0.80421 -0.304
H -5.65397 -1.50306 -1.65040 0.300
H -4.95813 -3.09394 -1.30217 0.323
H -6.23101 -2.44086 -0.26425 0.402
H -3.97511 -2.24122 0.80040 0.328
H -4.69482 -0.62727 0.49963 0.329
H -1.24357 -1.73823 -2.85035 0.610
H -0.14250 -1.74355 -1.44569 -0.440
H 2.31503 -2.57871 -1.04482 0.359
H 4.02484 -3.00659 -0.71785 0.573
H 2.52462 -3.54672 1.21970 0.481
H 3.78750 -2.37121 1.63050 0.321
H 3.23728 -0.01619 2.00427 0.412
H 1.53299 1.69087 2.46847 0.397
H -0.86522 1.13193 2.26035 0.617
H -1.53606 -1.13677 1.58188 0.549
H 0.16599 -2.82570 1.04340 0.451
H 0.61017 3.98752 -1.73693 0.519
H -0.66148 2.89077 -2.37939 0.557
H -2.83999 2.68052 -0.67773 0.550
H -3.17911 3.38311 1.91716 0.471
H -0.70776 4.18275 2.73958 0.484
```

* molecular weight: 487.63 g mol⁻¹
* charge: 0
* SMILES string: CCOC(=O)CSc1nc2c(sc(=S)n2CCc2ccccc2)c(=O)n1Cc1ccco1
* relative energy (zero: lowest compared OMol25 entry of this formula, charge and spin): 1.9 kcal/mol
* lowest unoccupied orbital energy: 0.229 eV
* total energy: -68322.1663 eV
* Kohn-Sham gap: 8.1 eV


No. 2
Formula: C13H30GeN5O7SW
Source: the Open Molecules 2025 dataset
Level of theory: ωB97M-V/def2-TZVPD

```
58
Properties=species:S:1:pos:R:3:mulliken_charge:R:1
W -0.42636 -0.90065 -0.17771 2.119
C -1.46365 1.66566 -2.78601 -1.472
C -0.76285 2.12568 -1.52536 1.165
C 0.27501 3.18916 -1.83294 -1.651
C -1.72218 2.53416 -0.42889 -1.167
O 0.05683 0.92603 -1.02592 -0.860
Ge 1.27335 1.27154 0.39067 0.086
O 2.54155 0.25808 -0.68497 -0.305
C 3.87926 0.31091 -0.82407 1.274
C 4.30999 -0.90440 0.25162 -1.230
C 4.31046 -0.23286 -2.18454 -1.420
C 4.53049 1.60508 -0.38816 -1.618
O -1.30277 -0.31648 1.31458 0.661
C -1.56754 -0.21672 2.76931 1.561
C -1.73707 -1.63458 3.28002 -1.503
C -0.38217 0.48499 3.40203 -1.526
C -2.84605 0.59223 2.87435 -1.526
H -1.79486 2.54271 -3.34294 0.513
H -2.34225 1.06538 -2.56180 0.273
H -0.78279 1.10149 -3.42235 0.342
H -0.22517 4.10178 -2.15690 0.482
H 0.94920 2.86655 -2.62611 0.393
H 0.85646 3.47035 -0.94421 0.447
H -2.38390 3.31136 -0.81325 0.546
H -1.20438 2.95184 0.43952 0.327
H -2.34023 1.69434 -0.11214 0.124
H 3.90045 -1.83761 -0.11747 0.339
H 3.93430 -0.64663 1.23651 0.367
H 5.39689 -0.86759 0.19923 0.599
H 3.74794 -1.12883 -2.43785 0.376
H 5.37570 -0.45223 -2.18414 0.446
H 4.11317 0.54026 -2.93008 0.397
H 4.29397 1.85265 0.64891 0.438
H 4.19729 2.41500 -1.04102 0.415
H 5.61288 1.53267 -0.47692 0.462
H -0.82532 -2.21240 3.14121 0.302
H -2.56243 -2.13195 2.77180 0.299
H -1.96476 -1.60255 4.34576 0.517
H 0.53721 -0.07535 3.22442 0.255
H -0.52962 0.54543 4.48064 0.537
H -0.29005 1.50948 3.03363 0.331
H -3.66267 0.08647 2.36012 0.305
H -2.71377 1.59069 2.45659 0.341
H -3.11615 0.70005 3.92495 0.474
O -0.66746 -2.98779 0.50901 -0.612
S 0.84248 -2.95540 0.40406 1.041
O 1.60730 -4.06452 0.78903 -0.596
O 0.98177 -2.38422 -0.99266 -0.658
O 1.08873 -1.62145 1.16239 -0.519
N -4.48883 -1.74560 -0.10147 -0.622
N -3.41473 -1.98522 -0.92655 0.846
N -3.20585 -3.07990 -1.62047 -0.760
C -2.07972 -2.82154 -2.26100 -0.184
N -1.65726 -1.56258 -2.00964 -0.254
N -2.52141 -1.05122 -1.13910 0.030
H -5.21712 -1.27128 -0.63022 0.279
H -4.83413 -2.64569 0.22066 0.306
H -1.57718 -3.50478 -2.92417 0.468
```

* multiplicity: 4
* molecular weight: 656.93 g mol⁻¹
* charge: +2
* relative energy (zero: lowest compared OMol25 entry of this formula, charge and spin): 38.0 kcal/mol
* lowest unoccupied orbital energy (spin up / spin down): -7.267 / -9.957 eV
* <S²>: 3.768
* total energy: -104908.6670 eV
* Kohn-Sham gap (spin up / spin down): 6.9 / 6.8 eV


No. 3
Formula: C5H6N2
Source: the Open Molecules 2025 dataset
Level of theory: ωB97M-V/def2-TZVPD

```
13
Properties=species:S:1:pos:R:3:mulliken_charge:R:1
N 2.52933 -0.88482 1.24279 -0.431
C 1.66792 -0.20669 0.87218 0.030
C 0.55415 0.62735 0.38481 0.247
C 0.26767 0.44044 -1.13898 -0.496
C -1.04995 -0.23802 -1.28206 -0.442
C -1.23263 -0.79183 0.09333 -0.373
N -0.68492 0.19292 1.04213 -0.510
H 0.78082 1.66663 0.63460 0.354
H 0.91129 -0.31745 -1.62469 0.362
H 0.40458 1.34872 -1.73205 0.346
H -1.32523 0.98558 1.03270 0.284
H -0.58982 -1.69746 0.09466 0.274
H -2.23320 -1.12538 0.38059 0.354
```

* molecular weight: 94.12 g mol⁻¹
* charge: 0
* relative energy (zero: lowest compared OMol25 entry of this formula, charge and spin): 95.6 kcal/mol
* lowest unoccupied orbital energy: -0.584 eV
* total energy: -8258.2127 eV
* Kohn-Sham gap: 8.6 eV


No. 4
Formula: C47H47N2O3
Source: the Open Molecules 2025 dataset
Level of theory: ωB97M-V/def2-TZVPD

```
99
Properties=species:S:1:pos:R:3:mulliken_charge:R:1
C -5.61790 2.67153 2.34761 -0.558
C -5.25082 2.36126 0.89112 -0.222
C -4.96462 0.88671 0.94102 0.620
C -5.52883 0.40462 2.15104 0.320
O -5.97112 1.37110 2.99789 -0.455
C -5.49383 -0.95010 2.50861 -1.581
C -4.79274 -1.80754 1.70541 -0.411
C -4.13313 -1.37296 0.50802 0.780
C -3.43321 -2.28721 -0.32330 -0.420
C -3.89898 -3.64985 -0.43408 -0.175
C -4.59765 -4.11685 -1.59647 -0.494
C -5.29055 -5.31130 -1.53621 0.753
C -5.15334 -6.13972 -0.39691 0.254
O -5.76602 -7.35143 -0.49491 -0.483
C -6.31774 -7.43829 -1.86515 -0.398
C -6.22297 -6.03120 -2.47610 -0.633
C -4.38352 -5.75945 0.71985 -1.044
C -3.75189 -4.54113 0.66807 -0.566
C -4.29238 0.00171 0.11951 -0.455
H -4.75350 3.06959 2.89520 0.332
H -6.46703 3.35133 2.48395 0.305
H -6.11975 2.57936 0.24973 0.302
H -4.40790 2.96595 0.53972 0.180
H -6.01731 -1.26658 3.39542 0.462
H -4.73370 -2.85204 1.98368 0.454
H -2.79194 -1.91041 -1.12516 0.599
H -4.66766 -3.47660 -2.48247 0.452
H -5.68944 -8.15877 -2.40314 0.269
H -7.33173 -7.85190 -1.80198 0.294
H -7.22683 -5.57760 -2.47256 0.231
H -5.86484 -6.04959 -3.50904 0.363
H -4.31415 -6.43888 1.55802 0.450
H -3.13141 -4.20785 1.49562 0.703
H -3.94285 0.27181 -0.88350 1.037
C 8.10202 1.51974 2.53911 -1.674
C 6.97394 1.34005 1.56653 0.660
C 6.24855 2.44722 1.12847 -1.110
C 5.20453 2.33093 0.20312 0.657
C 4.58906 3.58093 -0.34739 -1.459
C 4.81124 1.04392 -0.20962 0.356
N 3.67034 0.84610 -1.06944 1.477
C 2.35994 1.10562 -0.82408 -0.104
C 1.80824 1.97914 0.21721 0.926
C 1.78150 1.61098 1.62330 -0.154
C 1.29081 2.64765 2.56437 -2.190
C 2.63223 0.56182 2.13104 0.942
C 2.47971 -0.71525 1.57447 0.173
C 3.20788 -1.79225 2.08259 -0.494
C 4.14560 -1.59047 3.09934 -0.554
C 4.32111 -0.31364 3.64356 -0.587
C 3.53231 0.75640 3.22090 -0.755
O 1.35113 3.09505 -0.13921 -0.834
N 1.65841 0.91341 -1.98571 0.671
C 0.35927 1.43977 -2.27756 -0.129
C -0.72750 1.08562 -1.47082 0.441
C -0.58438 0.02914 -0.42108 0.071
C -1.90865 1.83451 -1.58060 -0.719
C -2.05074 2.85666 -2.52039 0.128
C -3.31717 3.66061 -2.61370 -1.803
C -0.96054 3.17260 -3.32649 -0.992
C 0.26112 2.49489 -3.19294 1.157
C 1.46286 3.03793 -3.87239 -1.465
C 2.53901 0.36240 -2.92101 -1.893
C 3.74721 0.29438 -2.35625 -0.186
C 5.60647 -0.06575 0.11605 1.288
C 5.34042 -1.41789 -0.44411 -1.994
C 6.62083 0.08938 1.06701 -1.180
H 8.54165 0.55517 2.81152 0.361
H 8.89985 2.14554 2.11388 0.388
H 7.76572 2.01802 3.45889 0.353
H 6.52120 3.44001 1.49177 0.448
H 4.45524 3.53143 -1.43985 0.215
H 3.61576 3.80374 0.11069 0.223
H 5.26580 4.42536 -0.13685 0.565
H 0.92938 2.18306 3.49230 0.394
H 2.15253 3.28432 2.84735 0.334
H 0.51773 3.26666 2.08726 0.399
H 1.74805 -0.84137 0.77408 0.227
H 3.03345 -2.78088 1.66488 0.374
H 4.71747 -2.43510 3.50243 0.399
H 5.06676 -0.13942 4.41864 0.447
H 3.64158 1.75686 3.65353 0.271
H -1.57083 -0.29320 -0.06585 -0.665
H -0.04827 -0.84731 -0.81132 0.484
H -0.05026 0.41578 0.46471 -0.312
H -2.71215 1.64612 -0.86965 0.659
H -3.50520 3.95604 -3.65219 0.443
H -4.19346 3.10939 -2.24916 0.322
H -3.23909 4.58980 -2.03002 0.336
H -1.04272 4.00383 -4.02226 0.399
H 1.15123 3.83296 -4.55668 0.458
H 2.16120 3.49374 -3.15467 0.214
H 1.99508 2.27724 -4.45001 0.359
H 2.23951 0.11000 -3.92150 0.743
H 4.68928 -0.01416 -2.77556 0.809
H 6.08132 -2.11387 -0.03989 0.419
H 4.34999 -1.78951 -0.15538 0.317
H 5.42497 -1.43040 -1.53576 0.407
H 7.16173 -0.78917 1.41187 0.273
```

* molecular weight: 687.90 g mol⁻¹
* charge: +1
* relative energy (zero: lowest compared OMol25 entry of this formula, charge and spin): 10.8 kcal/mol
* lowest unoccupied orbital energy: -5.280 eV
* total energy: -58615.8356 eV
* Kohn-Sham gap: 2.4 eV


No. 5
Formula: C4H6N2O
Source: the Open Molecules 2025 dataset
Level of theory: ωB97M-V/def2-TZVPD

```
13
Properties=species:S:1:pos:R:3:mulliken_charge:R:1
H 1.22147 -2.77804 -0.44117 0.228
N 1.00244 -1.77970 -0.39561 -0.509
C -0.24161 -1.53968 -0.13699 -0.157
C -0.48098 -0.18290 0.36800 0.182
C -1.72151 0.31602 0.26945 -0.765
C 1.01219 0.51500 0.25056 0.686
N 0.97083 1.78313 -0.29714 -0.439
O 1.95762 0.25288 0.97959 -0.533
H -1.05171 -2.26108 -0.30796 0.354
H -1.90966 1.38122 0.33986 0.291
H -2.57491 -0.31825 0.03793 0.229
H 1.67442 2.42756 0.03794 0.230
H 0.14143 2.18382 -0.70445 0.204
```

* molecular weight: 98.10 g mol⁻¹
* charge: 0
* SMILES string: [H]/N=C/C(=C)C(N)=O
* relative energy (zero: lowest compared OMol25 entry of this formula, charge and spin): 63.1 kcal/mol
* lowest unoccupied orbital energy (spin up / spin down): 0.197 / 0.198 eV
* total energy: -9270.7670 eV
* Kohn-Sham gap (spin up / spin down): 9.3 / 9.3 eV


No. 6
Formula: C26H28IN2O2Se2V
Source: the Open Molecules 2025 dataset
Level of theory: ωB97M-V/def2-TZVPD

```
62
Properties=species:S:1:pos:R:3:mulliken_charge:R:1
V -0.24467 -0.58365 -1.26316 -0.456
C 3.73021 -1.76936 -2.49380 -1.421
C 2.35355 -1.90163 -1.88673 0.870
O 1.69106 -0.80639 -1.83857 -0.330
C 1.91675 -3.13381 -1.44257 -1.018
C 0.63758 -3.44430 -0.88231 0.900
C 0.32944 -4.89193 -0.60797 -1.386
N -0.25836 -2.53370 -0.63548 0.267
N -1.49460 -2.99702 -0.14120 -0.756
C -2.42050 -2.09783 -0.35891 0.627
O -2.29124 -0.98247 -0.96576 -0.793
C -3.79695 -2.43958 0.13954 0.393
C -4.05846 -3.63085 0.81558 -0.236
C -5.33787 -3.91529 1.26354 -0.608
C -6.37255 -3.01270 1.04353 -0.336
C -6.11594 -1.82565 0.37449 -0.613
C -4.83430 -1.53941 -0.07542 -0.442
H 3.64123 -1.59584 -3.56879 0.315
H 4.21763 -0.89557 -2.05934 0.201
H 4.34994 -2.65086 -2.33015 0.345
H 2.59114 -3.97042 -1.57181 0.119
H 1.15220 -5.53082 -0.92395 0.376
H 0.13833 -5.04142 0.45579 0.278
H -0.58631 -5.18454 -1.12161 0.314
H -3.23969 -4.31789 0.97909 0.451
H -5.52955 -4.84379 1.78859 0.362
H -7.37292 -3.23473 1.39567 0.358
H -6.91618 -1.11537 0.20321 0.373
H -4.60923 -0.61714 -0.59336 0.420
C 4.64398 -0.88294 2.13961 -1.066
Se 2.95998 -0.47171 1.25250 0.202
C 3.12384 1.46735 1.40798 -0.238
C 3.79366 2.13702 0.22212 -0.873
Se 2.63766 2.38198 -1.33763 0.150
C 2.23585 4.25275 -0.99979 -1.055
H 4.63964 -0.53382 3.17127 0.295
H 5.48861 -0.44653 1.60771 0.305
H 4.75790 -1.96577 2.13699 0.301
H 3.71033 1.64188 2.31406 0.477
H 2.12139 1.86283 1.57033 -0.211
H 4.67311 1.57729 -0.09723 0.347
H 4.12370 3.14154 0.49906 0.463
H 3.13640 4.86499 -1.00877 0.391
H 1.70316 4.36883 -0.05630 0.304
H 1.57265 4.57608 -1.80107 0.308
I -0.71938 1.56754 -3.12428 0.020
C -1.01341 2.91186 -1.54607 0.463
C -1.33753 4.19849 -1.87412 -0.850
C -1.51127 5.15282 -0.85083 -0.431
C -1.35128 4.77566 0.45073 -0.869
C -1.02280 3.43962 0.79422 1.434
C -0.87414 3.07752 2.15638 -0.909
C -0.58919 1.78136 2.47519 -1.020
C -0.42213 0.81638 1.45879 -0.514
C -0.51120 1.08129 0.10475 -0.431
C -0.84419 2.44747 -0.21207 1.217
H -1.45786 4.49180 -2.90871 0.382
H -1.76941 6.17275 -1.10775 0.382
H -1.47847 5.49446 1.25284 0.321
H -1.00480 3.83883 2.91744 0.314
H -0.48406 1.48299 3.51309 0.388
H -0.20045 -0.19865 1.78140 0.425
```

* multiplicity: 4
* molecular weight: 736.29 g mol⁻¹
* charge: -1
* relative energy (zero: lowest compared OMol25 entry of this formula, charge and spin): 3.3 kcal/mol
* lowest unoccupied orbital energy (spin up / spin down): 2.379 / 2.379 eV
* <S²>: 3.765
* total energy: -198974.7277 eV
* Kohn-Sham gap (spin up / spin down): 5.7 / 6.6 eV